No. 1
{"formula": "C4H8", "method": "the ωB97M-V functional and the def2-TZVPD basis", "e_homo_ev": -7.69, "e_tot_ev": -4272.49899, "de_lowest_kj_mol": 452.9, "orbital_gap_ha": 0.280, "species": ["C", "C", "C", "C", "H", "H", "H", "H", "H", "H", "H", "H"], "xyz": [[0.351, -1.264, -0.555], [0.040, 0.021, 0.054], [-1.342, 0.580, -0.132], [1.010, 0.740, 0.801], [1.206, -1.925, -0.140], [-1.866, -0.398, -0.313], [1.946, 0.228, 0.954], [0.545, 1.383, 1.518], [-0.023, -1.771, -1.504], [-1.556, 1.225, -1.004], [1.203, -0.011, -1.459], [-1.667, 0.834, 0.864]], "mulliken_charge": [-0.83, 0.36, -0.98, -0.91, 0.28, 0.29, 0.33, 0.32, 0.33, 0.26, 0.23, 0.35]}

=====

No. 2
{"formula": "C51H56Ge2N4O5P2PtS", "method": "the ωB97M-V functional and the def2-TZVPD basis", "e_homo_ev": [-11.26, -11.25], "e_tot_ev": -215661.71673, "charge": 2, "orbital_gap_ha": [0.073, 0.073], "species": ["Pt", "Ge", "Ge", "S", "P", "P", "O", "O", "O", "O", "O", "N", "N", "N", "N", "C", "C", "C", "C", "C", "C", "C", "C", "C", "C", "C", "C", "C", "C", "C", "C", "C", "C", "C", "C", "C", "C", "C", "C", "C", "C", "C", "C", "C", "C", "C", "C", "C", "C", "C", "C", "C", "C", "C", "C", "C", "C", "C", "C", "C", "C", "C", "C", "C", "C", "C", "H", "H", "H", "H", "H", "H", "H", "H", "H", "H", "H", "H", "H", "H", "H", "H", "H", "H", "H", "H", "H", "H", "H", "H", "H", "H", "H", "H", "H", "H", "H", "H", "H", "H", "H", "H", "H", "H", "H", "H", "H", "H", "H", "H", "H", "H", "H", "H", "H", "H", "H", "H", "H", "H", "H", "H"], "xyz": [[0.178, 0.665, 0.308], [-1.113, 3.993, 0.173], [-0.166, 1.047, -2.214], [-2.192, -8.554, -2.903], [2.184, -0.331, 0.468], [-0.079, 0.139, 2.597], [-1.858, -9.873, -3.387], [-3.611, -8.367, -2.603], [-2.742, 0.653, -0.777], [-1.545, 2.006, 0.348], [-1.639, -7.465, -3.686], [-2.718, 1.731, -0.328], [-1.348, -9.428, -0.471], [-1.274, -7.100, -0.929], [-0.075, -2.681, 0.419], [-2.060, 0.681, 4.476], [-0.953, -9.170, 0.775], [1.307, -4.045, -1.236], [-1.134, 5.623, -3.729], [-1.404, -3.082, -0.053], [-1.074, -1.363, 2.390], [-1.104, 5.379, -2.355], [3.964, 1.750, 0.027], [-0.725, -7.879, 1.233], [3.387, -2.791, 0.184], [-1.123, 6.917, -4.217], [-1.900, -3.600, 3.055], [-2.518, 4.522, 1.395], [-1.506, -4.548, -0.229], [-2.582, -2.603, 0.958], [2.466, -4.707, -1.018], [-1.226, -0.168, -3.326], [0.236, -3.390, 1.657], [-1.084, 7.780, -1.977], [-0.298, 2.325, 4.294], [0.035, -4.872, 1.553], [1.415, 5.311, 0.780], [-0.649, -2.767, 2.835], [-0.879, 1.124, 3.878], [-2.085, -1.302, 1.526], [-0.888, 3.070, 5.300], [4.244, -0.150, -1.429], [5.285, 0.503, -2.072], [3.510, -4.121, -0.261], [1.661, 1.031, -2.987], [-1.093, 6.479, -1.498], [2.687, -0.204, 2.234], [-0.782, -5.406, 0.593], [-1.016, 4.011, -1.780], [5.672, 1.772, -1.664], [5.009, 2.395, -0.614], [2.242, -2.073, -0.009], [-1.479, -8.370, -1.263], [-0.720, 2.914, -2.478], [-2.370, 5.931, 1.979], [-1.091, 8.000, -3.345], [-2.327, 0.536, -4.127], [3.581, 0.465, -0.366], [-0.914, -6.858, 0.323], [-2.641, 1.430, 5.490], [1.559, -0.382, 3.253], [1.627, 1.479, -4.451], [0.730, 3.934, 0.805], [-2.820, -3.556, 2.112], [-2.061, 2.623, 5.898], [1.007, -2.705, -0.621], [-1.141, 7.087, -5.285], [1.475, -1.417, 3.579], [5.309, 3.385, -0.293], [-0.833, -10.028, 1.426], [-3.546, 1.075, 5.965], [-1.187, 4.798, -4.430], [-1.080, 9.011, -3.731], [0.911, 6.030, 1.428], [-3.482, -2.493, 0.358], [2.311, 1.670, -2.393], [-1.086, 6.332, -0.416], [-0.430, 3.995, 5.626], [-2.462, 3.765, 2.181], [0.630, 2.673, 3.851], [-2.516, 3.202, 6.691], [1.425, 5.722, -0.230], [0.544, -4.489, -1.867], [-2.517, -0.248, 4.163], [-1.074, 8.615, -1.289], [5.793, 0.017, -2.896], [4.242, -2.319, 0.658], [-2.482, 6.702, 1.217], [-0.600, 3.065, -3.556], [6.487, 2.277, -2.167], [-1.593, -2.555, -0.990], [-3.736, -4.134, 2.146], [-3.095, 0.949, -3.473], [-3.144, 6.101, 2.728], [0.622, -2.040, -1.408], [-1.981, -4.213, 3.944], [1.358, 2.530, -4.555], [-2.810, -0.178, -4.794], [-1.404, 6.067, 2.469], [-0.444, -7.700, 2.264], [3.451, 2.257, 0.837], [0.941, 0.883, -5.056], [1.762, 0.215, 4.141], [-0.056, -2.750, 3.748], [0.756, 3.492, 1.801], [2.038, 0.010, -2.911], [0.555, -5.514, 2.259], [-0.495, -0.634, -3.993], [1.280, -3.184, 1.898], [1.237, 3.257, 0.116], [-2.183, -4.970, -0.969], [2.615, -5.689, -1.453], [-3.468, 4.402, 0.873], [-1.659, -0.958, -2.710], [3.121, 0.790, 2.337], [4.422, -4.672, -0.078], [-1.931, 1.345, -4.741], [3.489, -0.921, 2.413], [2.625, 1.357, -4.878], [3.958, -1.141, -1.753], [-2.492, -0.368, 1.167], [2.450, 5.234, 1.116]], "mulliken_charge": [3.02, 0.36, -0.58, 1.24, -0.36, 1.35, -0.61, -0.64, -0.14, -0.35, -0.63, 0.12, -0.42, -0.14, 0.62, -0.67, -0.48, -0.65, -0.56, -0.04, -1.11, 0.78, -0.52, -0.94, 0.10, -0.81, -1.27, -0.38, -1.16, -0.23, -0.94, -0.50, -0.48, -1.26, -0.34, -1.78, -1.50, -0.71, 0.90, -0.86, -0.74, -0.70, -0.77, -0.86, 0.13, 0.26, -1.59, 2.48, 0.34, -0.75, -0.86, -0.08, -0.04, -0.55, -1.27, -0.48, -1.44, 1.93, -0.17, -0.88, -0.95, -1.40, 1.22, -1.09, -0.67, 0.63, 0.43, 0.53, 0.47, 0.45, 0.47, 0.45, 0.42, 0.30, 1.01, 0.15, 0.05, 0.48, 0.29, 0.14, 0.44, 0.43, 0.83, 0.32, 0.45, 0.46, 0.52, 0.38, 0.25, 0.43, -0.23, 0.55, 0.32, 0.42, -0.45, 0.58, 0.29, 0.43, 0.28, 0.44, -0.01, 0.30, 0.94, 0.77, -0.28, 0.17, 0.56, 0.84, 1.36, -0.30, 0.71, 0.59, 0.45, -0.09, 0.53, 0.56, 0.32, 0.64, 0.43, 0.17, 1.02, 0.41]}

=====

No. 3
{"formula": "C16H31FN3O5", "method": "the ωB97M-V functional and the def2-TZVPD basis", "e_homo_ev": -11.53, "e_tot_ev": -34509.17084, "charge": 1, "de_lowest_kj_mol": 179.5, "orbital_gap_ha": 0.158, "species": ["F", "O", "O", "O", "O", "O", "N", "N", "N", "C", "C", "C", "C", "C", "C", "C", "C", "C", "C", "C", "C", "C", "C", "C", "C", "H", "H", "H", "H", "H", "H", "H", "H", "H", "H", "H", "H", "H", "H", "H", "H", "H", "H", "H", "H", "H", "H", "H", "H", "H", "H", "H", "H", "H", "H", "H"], "xyz": [[-0.264, -3.274, 0.135], [4.042, -5.452, 2.525], [1.879, -5.915, 2.970], [0.287, -1.622, 4.857], [0.618, 1.861, -2.451], [-0.310, -3.489, 3.804], [-0.516, 2.007, -2.118], [0.868, -1.826, 2.619], [2.939, -1.258, 3.799], [0.449, 3.814, -0.645], [-0.942, 0.222, -3.853], [1.950, -0.850, 2.794], [-0.170, -1.383, 1.678], [1.872, -4.724, 3.801], [0.143, -1.958, 0.270], [0.495, -4.479, 4.453], [3.039, -6.044, 2.295], [-1.963, 3.512, -0.727], [-1.481, 2.615, -4.362], [-1.404, 1.557, -3.243], [0.299, -2.242, 3.855], [-0.686, 3.408, -1.600], [-0.762, 4.425, -2.758], [-2.819, 1.242, -2.709], [-1.753, 4.029, -3.853], [0.258, 4.803, -0.234], [0.526, 3.115, 0.190], [-2.861, 3.730, -1.301], [-1.164, -1.759, 1.983], [3.013, -6.802, 1.482], [-0.068, -5.431, 4.362], [-2.256, 2.330, -5.075], [3.687, -1.729, 3.292], [0.229, 4.541, -3.211], [0.005, 0.309, -4.387], [-2.780, 4.110, -3.489], [1.546, 0.172, 2.963], [1.420, 3.868, -1.139], [-3.395, 2.126, -2.445], [1.239, -1.943, 0.112], [-3.407, 0.729, -3.469], [-1.032, 5.405, -2.360], [2.251, -3.894, 3.187], [-1.671, 4.733, -4.684], [-0.195, -0.270, 1.641], [2.593, -4.924, 4.622], [-0.833, -0.547, -3.085], [-0.539, 2.625, -4.923], [-1.874, 4.323, -0.006], [3.331, -0.393, 4.168], [2.481, -0.802, 1.812], [-2.776, 0.588, -1.836], [-2.131, 2.599, -0.153], [-0.336, -1.336, -0.516], [0.598, -4.312, 5.543], [-1.669, -0.139, -4.578]], "mulliken_charge": [-0.31, -0.46, -0.32, -0.52, -0.35, -0.36, 1.11, 0.61, -0.51, -1.78, -1.54, -0.82, -0.72, 0.02, 0.16, -0.61, 0.09, -1.67, -1.21, 1.25, 0.16, 1.42, -1.20, -1.58, -0.49, 0.47, 0.45, 0.33, 0.42, 0.37, 0.34, 0.40, 0.27, 0.40, 0.41, 0.32, 0.49, 0.41, 0.32, 0.26, 0.48, 0.36, 0.14, 0.42, 0.28, 0.28, 0.34, 0.39, 0.49, 0.24, 0.28, 0.33, 0.31, -0.15, 0.36, 0.43]}

=====

No. 4
{"formula": "C3HF3O", "method": "the ωB97M-V functional and the def2-TZVPD basis", "e_homo_ev": -10.23, "smiles": "FC#CF.O=CF", "e_tot_ev": -13322.59332, "de_lowest_kj_mol": 370.1, "orbital_gap_ha": 0.397, "species": ["F", "F", "F", "O", "C", "C", "C", "H"], "xyz": [[1.520, 1.478, -1.247], [-2.777, -0.152, 0.492], [1.598, -2.122, -0.274], [-0.826, 0.891, -0.079], [1.508, 0.238, -0.985], [-1.538, 0.389, 0.753], [1.634, -0.821, -0.427], [-1.119, 0.098, 1.766]], "mulliken_charge": [-0.21, -0.20, -0.21, -0.38, 0.31, 0.27, 0.14, 0.29]}